## w
7
Properties=species:S:1:pos:R:3 method="wB97M-V/def2-TZVPD" total_charge=-1 homo_lumo_gap_ev="7.01 / 7.00" homo_ev="-1.943 / -1.942" smiles="NN=[N+]([O-])[O-]"
N 1.257 -0.316 -0.268
N 0.085 -0.989 -0.021
N -1.163 0.101 0.051
O -2.311 -0.331 0.101
O -0.805 1.295 -0.021
H 1.888 -0.445 0.532
H 1.050 0.685 -0.374

---

## x
7
Properties=species:S:1:pos:R:3 method="wB97M-V/def2-TZVPD" total_charge=-1 homo_lumo_gap_ev=8.45 homo_ev=-3.353 smiles="NN=[N+]([O-])[O-]"
N 1.155 -0.431 -0.410
N -0.105 -0.911 0.021
N -0.954 0.042 0.045
O -0.607 1.242 0.050
O -2.171 -0.266 0.203
H 1.744 -0.379 0.549
H 0.938 0.703 -0.458

---

Most stable: x. Least stable: w.

---

## w
15
Properties=species:S:1:pos:R:3 method="wB97M-V/def2-TZVPD" homo_lumo_gap_ev=8.62 homo_ev=-7.641 smiles=Nc1c[nH]c(CCl)c1
N -1.222 -0.911 2.302
C -0.454 -0.539 1.192
C 0.871 -0.833 0.953
N 1.254 -0.179 -0.189
C 0.185 0.498 -0.716
C 0.295 1.318 -1.946
Cl 0.781 0.350 -3.387
C -0.888 0.305 0.138
H -2.180 -1.139 2.039
H -0.810 -1.683 2.825
H 1.570 -1.458 1.505
H 2.125 -0.322 -0.677
H -0.696 1.788 -2.172
H 1.053 2.076 -1.884
H -1.884 0.730 0.016

---

## x
15
Properties=species:S:1:pos:R:3 method="wB97M-V/def2-TZVPD" homo_lumo_gap_ev=9.59 homo_ev=-9.574 smiles="N[C@@]1(Cl)C=CC=NC1"
N 1.812 0.157 -0.897
C 0.764 -0.131 0.097
Cl 1.480 -0.409 1.912
C 0.043 1.098 0.268
C -1.271 1.151 0.275
C -2.011 -0.048 0.003
N -1.522 -1.187 -0.281
C -0.071 -1.323 -0.295
H 2.150 1.099 -0.587
H 2.555 -0.478 -0.723
H 0.706 1.944 0.289
H -1.838 2.056 0.505
H -3.090 -0.015 0.103
H 0.267 -1.800 -1.178
H 0.025 -2.114 0.510

---

Most stable: w. Least stable: x.

---

## w
20
Properties=species:S:1:pos:R:3 method="wB97M-V/def2-TZVPD" homo_lumo_gap_ev=8.55 homo_ev=-7.868 smiles=C[C@H]1[C@@H]2CCC[C@@]12O
C 2.590 -0.357 0.135
C 1.371 0.423 -0.352
C 0.177 -0.616 -0.383
C -1.173 -1.025 -1.050
C -1.964 -0.287 0.145
C -0.892 0.692 1.019
C 0.142 0.809 0.026
O -0.269 1.686 -0.986
H 2.316 -0.811 1.111
H 3.162 0.535 0.524
H 3.042 -1.302 -0.570
H 1.728 1.040 -1.243
H 0.340 -1.315 0.445
H -1.362 -0.423 -1.921
H -1.371 -2.033 -1.011
H -2.860 0.346 0.042
H -2.244 -1.153 0.866
H -0.699 -0.326 1.831
H -1.402 1.452 1.786
H -0.631 2.665 -0.415

---

## x
20
Properties=species:S:1:pos:R:3 method="wB97M-V/def2-TZVPD" homo_lumo_gap_ev=10.29 homo_ev=-9.320 smiles="C=C[C@@](C)(O)C(=C)C"
C 1.936 0.651 0.855
C 1.583 -0.412 0.213
C -0.127 -0.816 0.147
C -0.362 -1.784 -0.998
O -0.373 -1.525 1.339
C -0.808 0.481 0.042
C -0.921 1.252 1.165
C -0.757 1.159 -1.303
H 2.925 1.007 1.086
H 0.940 1.270 1.242
H 2.136 -1.170 -0.317
H 0.188 -2.703 -0.804
H -0.038 -1.362 -1.946
H -1.423 -2.030 -1.059
H -0.062 -1.007 2.089
H -1.160 0.779 2.110
H -1.435 2.202 1.092
H 0.257 1.161 -1.708
H -1.412 0.652 -2.012
H -1.087 2.193 -1.231

---

## y
20
Properties=species:S:1:pos:R:3 method="wB97M-V/def2-TZVPD" homo_lumo_gap_ev=10.07 homo_ev=-9.299 smiles="C=C/C=C/CC=C.O"
C 3.446 -0.677 -0.839
C 2.193 -0.910 -1.196
C 1.050 -0.443 -0.345
C 0.462 -1.293 0.489
C -0.634 -0.816 1.435
C -1.890 -0.143 0.959
C -2.329 -0.266 -0.285
H 3.643 -0.241 0.135
H 4.320 -0.856 -1.449
H 1.888 -1.302 -2.161
H 0.639 0.536 -0.558
H 0.830 -2.294 0.656
H -0.125 -0.091 2.086
H -0.810 -1.592 2.151
H -2.434 0.319 1.764
H -3.253 0.222 -0.567
H -1.845 -0.901 -1.013
O -2.097 3.580 -0.229
H -1.444 2.884 -0.415
H -1.610 4.283 -0.619

---

Most stable: y. Least stable: w.

---

## w
126
Properties=species:S:1:pos:R:3 method="wB97M-V/def2-TZVPD" homo_lumo_gap_ev=9.71 homo_ev=-9.308
C 10.541 -19.148 22.772
O 11.829 -19.747 23.095
H 10.167 -18.488 23.554
H 10.675 -18.576 21.854
H 9.856 -19.956 22.515
H 11.716 -20.388 23.801
C 16.740 -23.398 24.862
O 17.034 -24.814 25.040
H 16.515 -22.881 25.795
H 17.638 -22.962 24.425
H 15.929 -23.260 24.147
H 17.239 -25.134 24.159
C 16.085 -22.350 29.652
O 15.208 -22.695 28.619
H 17.011 -22.205 29.096
H 15.966 -21.393 30.161
H 16.174 -23.112 30.427
H 15.559 -23.491 28.215
C 11.299 -27.578 25.591
O 10.359 -28.626 25.356
H 10.827 -26.596 25.593
H 11.774 -27.665 26.569
H 12.165 -27.542 24.930
H 10.800 -29.414 25.028
C 7.776 -22.508 24.506
O 8.259 -21.611 25.483
H 6.774 -22.167 24.246
H 8.417 -22.393 23.632
H 7.726 -23.553 24.811
H 7.808 -21.733 26.322
C 12.290 -22.009 30.005
O 10.847 -21.758 30.030
H 12.481 -23.062 29.798
H 12.705 -21.363 29.231
H 12.706 -21.665 30.952
H 10.653 -20.916 29.611
C 7.325 -22.657 28.934
O 6.705 -22.428 27.696
H 7.573 -21.710 29.414
H 6.670 -23.331 29.487
H 8.265 -23.190 28.789
H 5.964 -21.835 27.844
C 11.316 -22.918 21.789
C 10.603 -24.300 21.720
C 10.466 -24.895 23.148
O 9.353 -24.204 21.158
H 10.706 -22.144 22.254
H 11.675 -22.677 20.789
H 12.152 -22.982 22.485
H 11.076 -24.970 21.002
H 9.883 -24.196 23.747
H 11.433 -25.093 23.611
H 9.958 -25.860 23.153
H 9.072 -25.118 21.072
C 13.714 -17.767 29.892
C 12.766 -16.798 29.103
C 12.777 -17.056 27.624
O 11.421 -16.923 29.575
H 13.433 -18.816 29.801
H 13.747 -17.571 30.964
H 14.706 -17.624 29.462
H 13.056 -15.750 29.184
H 11.973 -16.548 27.091
H 12.698 -18.110 27.357
H 13.678 -16.707 27.121
H 11.417 -16.754 30.521
C 17.408 -20.016 24.206
C 17.073 -18.946 25.255
C 16.858 -19.600 26.647
O 18.232 -18.205 25.353
H 17.776 -19.554 23.289
H 16.482 -20.483 23.873
H 18.212 -20.703 24.470
H 16.227 -18.345 24.920
H 17.737 -20.173 26.940
H 15.989 -20.258 26.627
H 16.643 -18.820 27.377
H 18.459 -17.909 24.469
C 8.086 -18.490 29.023
C 9.124 -19.213 28.201
C 9.560 -18.407 26.944
O 10.322 -19.425 28.885
H 8.532 -17.518 29.233
H 7.926 -19.041 29.950
H 7.123 -18.365 28.528
H 8.786 -20.220 27.960
H 9.942 -17.454 27.310
H 8.754 -18.230 26.231
H 10.398 -18.903 26.455
H 10.734 -18.566 28.996
C 14.204 -21.171 21.406
C 14.690 -19.732 21.206
C 15.477 -19.582 19.867
O 13.528 -18.928 21.114
H 13.446 -21.417 20.661
H 13.850 -21.432 22.403
H 14.907 -21.902 21.008
H 15.260 -19.476 22.099
H 16.237 -20.363 19.901
H 15.957 -18.614 19.721
H 14.893 -19.794 18.971
H 12.860 -19.246 21.726
C 9.499 -28.101 29.444
C 10.495 -26.928 29.651
C 10.001 -25.691 28.981
O 10.585 -26.755 31.045
H 9.779 -28.985 30.017
H 9.514 -28.352 28.384
H 8.471 -27.890 29.743
H 11.486 -27.197 29.286
H 8.967 -25.586 29.310
H 10.006 -25.751 27.893
H 10.622 -24.804 29.102
H 10.621 -25.809 31.206
C 11.408 -23.033 26.684
C 11.921 -21.761 25.949
C 13.295 -22.002 25.298
O 11.007 -21.361 24.964
H 12.174 -23.380 27.377
H 11.285 -23.762 25.883
H 10.521 -22.797 27.272
H 12.051 -20.933 26.645
H 13.557 -21.317 24.492
H 13.292 -22.947 24.755
H 14.108 -21.918 26.018
H 10.153 -21.359 25.403

---

## x
126
Properties=species:S:1:pos:R:3 method="wB97M-V/def2-TZVPD" homo_lumo_gap_ev=9.14 homo_ev=-9.281
C 0.680 0.325 0.947
C -0.399 -0.124 -0.062
O -0.942 -1.367 0.415
H 0.147 0.507 1.881
H 1.306 1.165 0.647
H 1.357 -0.500 1.167
H 0.031 -0.358 -1.036
H -1.209 0.557 -0.326
H -0.735 -1.943 -0.324
C -0.359 -1.175 4.165
C 1.030 -0.780 4.738
O 0.829 -0.383 6.059
H -1.125 -0.407 4.269
H -0.632 -2.127 4.618
H -0.305 -1.395 3.098
H 1.455 0.034 4.150
H 1.680 -1.651 4.820
H 1.021 0.552 6.157
C 4.363 1.156 0.175
C 4.133 1.300 -1.370
O 3.516 2.570 -1.498
H 4.702 0.122 0.232
H 3.492 1.275 0.819
H 5.076 1.890 0.550
H 3.506 0.471 -1.700
H 5.072 1.098 -1.886
H 3.326 2.579 -2.439
C 0.972 -2.243 -6.279
C 0.439 -0.937 -5.716
O 1.415 0.094 -6.044
H 2.029 -2.394 -6.058
H 0.881 -2.141 -7.360
H 0.394 -3.061 -5.850
H 0.260 -1.171 -4.667
H -0.497 -0.578 -6.144
H 2.261 -0.230 -5.726
C -2.738 -3.539 -3.637
C -2.202 -2.509 -2.660
O -1.606 -3.239 -1.532
H -3.365 -3.039 -4.375
H -3.311 -4.383 -3.251
H -1.990 -4.028 -4.260
H -3.073 -2.008 -2.239
H -1.596 -1.676 -3.016
H -1.234 -4.094 -1.761
C -3.084 -4.221 2.152
C -3.864 -4.504 0.851
O -4.937 -3.578 0.765
H -2.292 -4.958 2.285
H -3.790 -4.054 2.965
H -2.554 -3.300 1.911
H -4.299 -5.503 0.890
H -3.195 -4.511 -0.009
H -4.490 -2.730 0.818
C 2.788 -3.552 1.139
C 3.546 -2.555 1.998
O 4.756 -3.231 2.556
H 1.952 -2.989 0.724
H 2.325 -4.389 1.660
H 3.440 -3.919 0.345
H 2.910 -2.123 2.771
H 3.911 -1.691 1.443
H 4.403 -4.009 2.993
C 1.013 -4.638 -2.593
C 0.289 -5.950 -2.428
O -1.006 -5.802 -1.877
H 0.476 -3.949 -3.244
H 1.924 -4.827 -3.160
H 1.297 -4.226 -1.625
H 0.847 -6.784 -2.001
H 0.127 -6.203 -3.476
H -1.587 -6.201 -2.528
C -5.216 -0.602 2.260
C -3.973 -0.168 1.466
O -3.593 -1.134 0.527
H -6.125 -0.614 1.660
H -5.471 0.038 3.104
H -5.144 -1.605 2.681
H -3.081 -0.007 2.071
H -4.108 0.789 0.962
H -2.655 -1.310 0.634
C -1.395 2.595 3.016
C -2.526 3.476 3.671
O -3.270 4.085 2.677
H -0.913 1.939 3.740
H -0.660 3.221 2.511
H -1.764 1.927 2.236
H -2.091 4.260 4.290
H -3.111 2.941 4.419
H -2.657 4.538 2.094
C 6.221 6.467 -2.137
C 5.594 5.181 -2.171
O 5.153 4.635 -0.980
H 7.181 6.497 -1.621
H 5.545 7.106 -1.568
H 6.266 6.907 -3.133
H 6.300 4.560 -2.722
H 4.716 5.259 -2.812
H 4.622 3.863 -1.187
C 2.608 2.726 3.628
C 2.153 3.342 4.993
O 2.152 2.261 5.952
H 3.512 2.117 3.617
H 2.714 3.515 2.884
H 1.794 2.058 3.346
H 1.202 3.827 4.772
H 2.960 4.032 5.237
H 3.044 2.115 6.278
C -3.944 1.407 -2.205
C -5.263 0.625 -2.378
O -6.032 1.270 -3.402
H -3.351 1.463 -3.118
H -3.308 0.829 -1.534
H -4.056 2.385 -1.738
H -5.696 0.576 -1.379
H -5.075 -0.426 -2.600
H -6.821 0.753 -3.580
C -0.984 4.229 -1.202
C 0.325 4.676 -0.624
O 0.339 6.039 -0.613
H -1.163 4.741 -2.148
H -1.788 4.556 -0.543
H -0.951 3.140 -1.237
H 1.261 4.457 -1.138
H 0.366 4.252 0.379
H 1.200 6.376 -0.353

---

Most stable: w. Least stable: x.

---

## w
18
Properties=species:S:1:pos:R:3 method="wB97M-V/def2-TZVPD" homo_lumo_gap_ev=10.45 homo_ev=-10.410 smiles=O.O.O.O.O.O
O -9.417 -16.267 11.601
H -9.830 -15.972 12.429
H -8.650 -16.787 11.918
O -12.917 -16.770 12.108
H -12.394 -16.779 12.901
H -12.511 -17.394 11.440
O -7.182 -17.208 15.123
H -7.827 -16.652 15.464
H -6.483 -16.963 15.677
O -10.983 -15.605 13.731
H -11.386 -14.784 13.707
H -10.402 -15.514 14.469
O -8.595 -14.956 15.572
H -8.269 -14.723 16.469
H -8.463 -14.178 15.047
O -12.036 -13.098 12.983
H -12.909 -12.801 13.187
H -11.851 -12.834 12.040

---

## x
18
Properties=species:S:1:pos:R:3 method="wB97M-V/def2-TZVPD" homo_lumo_gap_ev=11.38 homo_ev=-11.257 smiles=O.O.O.O.O.O
O -0.094 2.278 -1.999
H 0.394 1.894 -1.261
H -0.459 3.096 -1.643
O -0.484 0.452 0.524
H -1.309 0.306 0.046
H 0.172 -0.051 0.028
O 0.643 -2.165 -0.692
H 1.474 -1.741 -0.422
H 0.888 -3.073 -0.908
O -2.274 -2.719 -1.161
H -2.593 -1.886 -1.524
H -1.366 -2.538 -0.878
O -0.854 2.897 2.466
H -0.684 2.203 1.815
H -1.706 2.668 2.853
O 2.713 -0.483 0.529
H 2.012 -0.651 1.178
H 3.526 -0.485 1.049

---

Most stable: x. Least stable: w.

---

## w
18
Properties=species:S:1:pos:R:3 method="wB97M-V/def2-TZVPD" homo_lumo_gap_ev=11.66 homo_ev=-11.138 smiles=O.O.O.O.O.O
O -1.444 2.419 0.522
H -1.660 3.249 0.890
H -0.719 2.432 -0.132
O 0.670 0.080 1.925
H 0.869 0.934 1.535
H 1.343 -0.436 1.569
O 1.859 -0.977 -0.900
H 1.129 -1.631 -0.605
H 2.327 -1.472 -1.598
O 0.526 1.499 -1.331
H 0.908 0.641 -1.106
H 1.209 1.844 -1.917
O -0.321 -2.650 -0.276
H -0.479 -3.180 0.511
H -1.093 -2.084 -0.365
O -1.875 -0.539 0.364
H -2.143 0.224 -0.041
H -1.107 -0.352 0.957

---

## x
18
Properties=species:S:1:pos:R:3 method="wB97M-V/def2-TZVPD" homo_lumo_gap_ev=11.13 homo_ev=-10.736 smiles=O.O.O.O.O.O
O -2.571 1.431 -1.575
H -3.122 1.205 -2.293
H -1.659 1.241 -1.872
O 3.313 0.480 0.148
H 2.995 0.648 -0.749
H 2.894 -0.346 0.395
O -0.038 0.080 0.694
H 0.403 -0.416 1.399
H -1.001 -0.091 0.570
O -2.870 -0.213 0.510
H -3.336 -0.695 -0.171
H -2.755 0.658 0.113
O 1.855 -1.914 1.971
H 1.628 -2.824 2.086
H 1.792 -1.412 2.771
O 0.944 0.690 -1.754
H 0.906 1.450 -1.140
H 0.622 0.030 -1.102

---

## y
18
Properties=species:S:1:pos:R:3 method="wB97M-V/def2-TZVPD" homo_lumo_gap_ev=9.56 homo_ev=-9.504 smiles=O.O.O.O.O.O
O 0.364 -0.553 1.535
H -0.180 -0.369 0.762
H 1.211 -0.142 1.329
O -2.426 1.580 2.372
H -1.807 1.247 3.030
H -2.397 2.537 2.485
O 0.687 -1.289 -0.996
H 1.530 -0.986 -1.351
H 0.164 -1.498 -1.778
O 2.242 0.643 -0.809
H 2.961 1.104 -0.362
H 1.628 1.345 -1.052
O -0.376 0.935 -2.284
H 0.537 0.628 -2.320
H -0.675 0.889 -3.199
O -1.110 -2.270 1.186
H -1.797 -1.607 1.054
H -0.557 -2.195 0.400

---

## z
18
Properties=species:S:1:pos:R:3 method="wB97M-V/def2-TZVPD" homo_lumo_gap_ev=8.26 homo_ev=-8.510
O 28.306 -23.476 -9.131
H 28.829 -24.249 -8.922
H 28.164 -23.529 -10.076
O 30.642 -24.404 -6.975
H 30.158 -25.083 -6.505
H 30.658 -23.661 -6.373
O 27.622 -20.950 -5.493
H 28.298 -21.625 -5.441
H 27.428 -20.733 -4.581
O 27.079 -23.487 -7.270
H 27.794 -23.596 -7.896
H 27.339 -24.014 -6.514
O 29.294 -21.589 -7.799
H 29.145 -22.346 -7.233
H 29.107 -21.909 -8.682
O 29.187 -19.762 -6.615
H 28.512 -20.238 -6.130
H 29.426 -20.349 -7.331

---

Most stable: w. Least stable: z.